Record 1
{"formula": "C26H69FFeO9", "method": "ωB97M-V/def2-TZVPD", "s2": 8.77, "gap_ev": [7.17, 5.11], "charge": 1, "spin_multiplicity": 6, "symbols": ["Fe", "C", "C", "O", "H", "H", "H", "H", "H", "F", "C", "C", "C", "O", "H", "H", "H", "H", "H", "H", "H", "H", "C", "C", "C", "O", "H", "H", "H", "H", "H", "H", "H", "H", "C", "C", "C", "O", "H", "H", "H", "H", "H", "H", "H", "H", "C", "C", "C", "O", "H", "H", "H", "H", "H", "H", "H", "H", "C", "C", "C", "O", "H", "H", "H", "H", "H", "H", "H", "H", "C", "C", "C", "O", "H", "H", "H", "H", "H", "H", "H", "H", "C", "C", "C", "O", "H", "H", "H", "H", "H", "H", "H", "H", "C", "C", "C", "O", "H", "H", "H", "H", "H", "H", "H", "H"], "xyz": [[-2.62294, -0.38774, 2.57102], [0.97200, -0.81692, 0.57335], [-0.08748, 0.29058, 0.37665], [-1.29440, 0.14637, 1.10909], [0.66319, -1.81926, 0.27668], [1.26084, -0.94756, 1.61623], [1.89254, -0.84460, -0.00969], [-0.24372, 0.46544, -0.68783], [0.41796, 1.19606, 0.71242], [-4.06117, -0.89175, 1.33988], [1.49285, -0.22854, -3.33424], [2.82266, -0.96816, -3.60073], [3.79078, -0.04948, -4.34960], [3.45060, -1.26131, -2.41769], [1.27087, 0.45326, -4.15519], [1.41775, 0.43252, -2.47085], [0.68342, -0.95856, -3.33508], [2.74100, -1.93956, -4.08838], [4.78318, -0.48221, -4.47605], [4.16673, 0.79558, -3.77287], [3.31965, 0.33688, -5.25341], [3.44606, -0.40796, -1.97796], [-3.36830, 3.59812, 1.79871], [-2.86849, 2.76983, 2.94996], [-3.08964, 3.22977, 4.35876], [-3.55486, 1.52855, 2.81620], [-3.01185, 3.19021, 0.85284], [-2.95144, 4.60496, 1.82305], [-4.43268, 3.82767, 1.74860], [-1.82927, 2.51348, 2.74406], [-2.72529, 4.25465, 4.42915], [-2.47484, 2.69071, 5.07956], [-4.13258, 3.19876, 4.67404], [-4.50742, 1.63919, 2.77182], [-3.86835, -3.24640, -2.33172], [-2.97910, -3.59883, -1.11685], [-1.70046, -2.75825, -1.10053], [-3.83797, -3.39892, 0.03875], [-4.17898, -2.24640, -2.02909], [-4.80049, -3.77408, -2.53366], [-3.26845, -3.19765, -3.24048], [-2.67278, -4.63804, -1.23645], [-1.84129, -1.68093, -1.01310], [-1.11309, -2.78867, -2.01823], [-1.03834, -3.16411, -0.33570], [-3.99749, -2.51477, 0.37703], [-1.86503, 1.16936, -3.61202], [-2.78134, 1.89533, -2.59071], [-3.52631, 0.85882, -1.70016], [-1.97375, 2.79519, -1.81198], [-1.43413, 2.00460, -4.16410], [-2.43095, 0.46341, -4.21986], [-1.07978, 0.50646, -3.24862], [-3.48339, 2.42334, -3.23602], [-4.18300, 1.38779, -1.00946], [-2.91116, 0.20274, -1.08434], [-4.16860, 0.23661, -2.32339], [-1.34655, 2.26523, -1.31462], [2.88556, -4.78304, -0.04912], [1.91099, -5.26357, -1.13322], [2.09474, -4.48605, -2.34657], [2.18908, -6.63058, -1.36284], [2.81864, -5.34408, 0.88301], [2.57688, -3.80650, 0.32396], [3.91629, -4.76873, -0.40338], [0.90882, -5.21617, -0.70720], [1.94235, -3.40920, -2.27397], [1.45578, -4.70461, -3.20218], [3.13983, -4.54009, -2.65150], [3.13938, -6.71622, -1.25716], [-1.72739, -3.56043, 4.74682], [-0.97158, -3.04114, 3.34893], [-0.39778, -4.16315, 2.43099], [-1.93474, -2.38620, 2.51674], [-1.95990, -2.70155, 5.37638], [-1.10369, -4.34970, 5.16653], [-2.67365, -4.07303, 4.57380], [-0.22082, -2.27735, 3.55161], [0.51410, -4.50334, 2.92175], [-0.02695, -3.84798, 1.45566], [-0.93716, -5.03445, 2.05951], [-1.86707, -3.00668, 1.78733], [-0.31953, 5.76505, 3.39097], [0.98029, 5.69704, 2.48573], [0.72971, 5.07040, 1.10901], [1.48484, 7.02271, 2.23187], [-0.21568, 6.29342, 4.33867], [-0.50635, 4.71228, 3.60281], [-1.16671, 6.19748, 2.85861], [1.72862, 5.13265, 3.04211], [1.67582, 5.12075, 0.57008], [0.12250, 5.59761, 0.37318], [0.37219, 4.04740, 1.22626], [0.83322, 7.71096, 2.38452], [4.15563, 3.46717, -0.55909], [4.31617, 2.07017, -1.10400], [5.34383, 1.16189, -0.45681], [3.15315, 1.30706, -0.94631], [5.13936, 3.93035, -0.48264], [3.72920, 3.53932, 0.44144], [3.58788, 4.09862, -1.24248], [4.61820, 2.06336, -2.15130], [4.93060, 0.70422, 0.44202], [6.22563, 1.63261, -0.02213], [5.69717, 0.31583, -1.04622], [2.85762, 1.59465, -0.07940]], "lowdin_charge": [1.257, -0.055, -0.295, -0.223, 0.044, 0.076, 0.068, 0.095, 0.102, -0.402, -0.046, -0.486, -0.042, -0.064, 0.076, 0.059, 0.063, 0.137, 0.086, 0.059, 0.083, 0.032, -0.015, -0.462, -0.029, -0.129, 0.081, 0.083, 0.102, 0.130, 0.080, 0.089, 0.098, 0.130, -0.043, -0.426, -0.047, -0.067, 0.061, 0.084, 0.078, 0.135, 0.059, 0.083, 0.041, 0.029, -0.052, -0.430, -0.049, -0.056, 0.085, 0.083, 0.038, 0.138, 0.071, 0.038, 0.076, 0.053, -0.052, -0.519, -0.074, -0.032, 0.078, 0.062, 0.091, 0.126, 0.060, 0.092, 0.097, 0.085, 0.006, -0.339, -0.036, -0.151, 0.061, 0.076, 0.077, 0.127, 0.096, 0.047, 0.108, 0.069, -0.050, -0.431, -0.059, -0.058, 0.080, 0.051, 0.073, 0.130, 0.062, 0.087, 0.058, 0.085, -0.036, -0.486, -0.047, -0.087, 0.089, 0.078, 0.087, 0.126, 0.080, 0.080, 0.085, 0.082]}

Record 2
{"formula": "C21H29Cl2O4V", "method": "ωB97M-V/def2-TZVPD", "s2": 3.77, "gap_ev": [5.44, 7.18], "charge": -1, "spin_multiplicity": 4, "symbols": ["O", "C", "C", "H", "H", "C", "H", "H", "C", "H", "H", "H", "C", "H", "H", "H", "V", "C", "C", "C", "H", "C", "C", "H", "H", "H", "H", "C", "C", "C", "H", "C", "C", "H", "H", "H", "H", "O", "C", "C", "H", "H", "C", "H", "H", "C", "H", "H", "H", "H", "Cl", "C", "Cl", "C", "O", "O", "H"], "xyz": [[1.90354, -0.12571, -0.28245], [2.35821, -1.57115, -0.48838], [3.47875, -1.30010, -1.43578], [1.62155, -2.18024, -1.02867], [2.65113, -2.00804, 0.47499], [3.14787, 0.14833, -1.02872], [3.15641, -1.56464, -2.46145], [4.48881, -1.62654, -1.14306], [2.99933, 0.98581, -2.29712], [2.15084, 0.63176, -2.91339], [3.93553, 0.87481, -2.89537], [2.87190, 2.06300, -2.08956], [4.20778, 0.69055, -0.08377], [4.23685, 0.04470, 0.80676], [3.94177, 1.70149, 0.25728], [5.19245, 0.71059, -0.59467], [-0.36887, 1.34566, 1.05959], [-1.14352, 2.11979, 3.11037], [-1.83123, 0.91351, 2.78923], [-0.90456, -0.17749, 2.93124], [-2.90217, 0.86272, 2.62836], [0.38004, 0.36842, 3.24407], [0.24521, 1.80844, 3.29219], [1.04865, 2.50252, 3.56446], [-1.61877, 3.08487, 3.27704], [-1.17754, -1.22889, 2.95164], [1.25231, -0.19230, 3.60886], [-1.49776, 3.16385, 0.74771], [-0.08631, 3.50965, 0.85293], [0.56619, 3.04073, -0.32960], [0.36540, 4.10166, 1.65278], [-0.40315, 2.36579, -1.13960], [-1.67220, 2.45422, -0.47581], [-2.63118, 2.23144, -0.92361], [-2.30700, 3.52214, 1.38650], [1.57154, 3.32231, -0.65192], [-0.25253, 2.03881, -2.17118], [-0.54493, -2.60555, -2.89151], [-0.85779, -1.53870, -1.99910], [-0.69683, -2.02031, -0.54263], [-1.95927, -1.34822, -2.14694], [-0.30532, -0.61495, -2.23274], [-0.82598, -3.55532, -0.64109], [-1.42214, -1.61099, 0.13983], [0.23140, -1.64079, -0.10894], [-0.85858, -3.84077, -2.13265], [-1.79747, -3.90865, -0.26532], [-0.01985, -4.02319, -0.07210], [-1.89404, -4.06958, -2.43214], [-0.20911, -4.66243, -2.48068], [-4.25622, -1.42815, 2.30672], [-4.53385, -0.50832, 0.74426], [-5.25631, 1.03384, 0.88895], [-3.19042, -0.34962, 0.00926], [-3.14849, -1.21348, -0.89946], [-2.29805, 0.43279, 0.44010], [-5.13201, -1.16005, 0.11429]], "lowdin_charge": [-0.106, -0.153, -0.099, 0.100, 0.131, -0.587, 0.125, 0.118, -0.028, 0.091, 0.094, 0.069, -0.026, 0.091, 0.085, 0.092, 0.711, -0.201, -0.209, -0.176, 0.058, -0.165, -0.193, 0.095, 0.106, 0.085, 0.089, -0.206, -0.203, -0.172, 0.104, -0.151, -0.179, 0.111, 0.111, 0.085, 0.095, -0.169, -0.199, -0.171, 0.104, 0.110, -0.147, 0.070, 0.059, -0.180, 0.109, 0.099, 0.111, 0.107, 0.563, -1.003, 0.652, -0.732, -0.067, -0.165, 0.056]}

Record 3
{"formula": "C4H6N2", "method": "ωB97M-V/def2-TZVPD", "smiles": "N#CC[C@H]1CN1", "gap_ev": 10.26, "symbols": ["N", "C", "C", "C", "C", "N", "H", "H", "H", "H", "H", "H"], "xyz": [[-2.65183, -1.04667, -1.18226], [-1.95039, -0.24394, -0.73608], [-0.99792, 0.71327, -0.17201], [-0.01261, -0.01416, 0.74541], [1.33319, -0.47244, -0.08532], [1.26092, 0.66045, 0.74523], [-0.46984, 1.22277, -0.99183], [-1.55562, 1.49819, 0.35943], [0.09607, -1.13239, 0.58890], [1.21672, -0.41137, -1.15558], [1.94686, -1.30383, 0.28660], [1.78445, 0.53011, 1.59750]], "lowdin_charge": [0.139, -0.237, -0.179, -0.249, -0.154, -0.019, 0.119, 0.122, 0.126, 0.107, 0.121, 0.104]}

Record 4
{"formula": "C21H35FP2Pb", "method": "ωB97M-V/def2-TZVPD", "gap_ev": 7.47, "symbols": ["P", "P", "C", "C", "H", "H", "H", "H", "C", "H", "H", "H", "C", "H", "H", "H", "C", "H", "H", "H", "C", "H", "H", "H", "Pb", "C", "C", "C", "C", "C", "C", "C", "C", "C", "H", "H", "H", "H", "H", "H", "H", "H", "H", "H", "H", "H", "H", "H", "H", "F", "C", "C", "C", "C", "C", "C", "H", "H", "H", "H"], "xyz": [[0.12995, -1.34918, -6.37674], [0.11158, 1.71383, -6.24962], [-0.22446, -0.46821, -7.99073], [0.32757, 0.95946, -7.95946], [-1.32034, -0.46714, -8.14456], [0.24311, -1.05248, -8.80618], [1.40676, 0.97397, -8.20511], [-0.20442, 1.60006, -8.68953], [-1.50324, 2.50799, -6.64445], [-1.73845, 3.24335, -5.86742], [-2.30468, 1.76132, -6.68111], [-1.42224, 3.01144, -7.61842], [1.17323, 3.17433, -6.58770], [0.84900, 3.65249, -7.52574], [2.22079, 2.85444, -6.67176], [1.07597, 3.87850, -5.74995], [-0.96662, -2.77704, -6.69901], [-0.80713, -3.52388, -5.90954], [-0.72231, -3.20235, -7.68468], [-2.01348, -2.44542, -6.67843], [1.71397, -2.09574, -6.92061], [2.50623, -1.33892, -6.95374], [1.56786, -2.52814, -7.92041], [1.99855, -2.88138, -6.21225], [1.46959, -0.34524, 1.55082], [0.52219, 1.76409, -2.13758], [-0.81208, 1.70469, -2.17822], [-1.58520, 0.79237, -3.07266], [-1.94629, -0.63894, -2.56956], [-0.85432, -1.52668, -2.06674], [0.44761, -1.46436, -2.35115], [1.10277, -0.52206, -3.32808], [1.51367, 0.88961, -2.85136], [0.11624, -1.99987, 2.08607], [0.99910, 2.51717, -1.50300], [-1.39590, 2.38547, -1.54625], [-1.07709, 0.71092, -4.04311], [-2.55470, 1.27597, -3.27374], [-2.68618, -0.55094, -1.75486], [-2.46949, -1.11668, -3.42053], [-1.20149, -2.29464, -1.36563], [1.12094, -2.20637, -1.89779], [0.47719, -0.42605, -4.24199], [2.04226, -1.01128, -3.64290], [2.39375, 0.79987, -2.18279], [1.88500, 1.39430, -3.76556], [0.53024, -2.27908, 3.08603], [0.21683, -2.89654, 1.43763], [-0.94470, -1.73707, 2.19804], [-1.64309, 3.79772, 4.99885], [-1.16771, 3.03145, 3.95761], [0.16694, 3.15804, 3.60889], [0.65822, 2.31900, 2.60010], [-0.14912, 1.33698, 2.03473], [-1.50437, 1.30779, 2.30738], [-2.03742, 2.13998, 3.32921], [0.82455, 3.86736, 4.12282], [1.70269, 2.42312, 2.29353], [-2.18954, 0.64860, 1.76408], [-3.07763, 2.08851, 3.64108]], "lowdin_charge": [0.837, 0.840, -0.440, -0.440, 0.078, 0.073, 0.077, 0.073, -0.299, 0.038, 0.038, 0.034, -0.317, 0.038, 0.035, 0.036, -0.312, 0.036, 0.038, 0.035, -0.291, 0.039, 0.035, 0.038, 1.117, -0.121, -0.107, -0.213, -0.181, -0.121, -0.114, -0.257, -0.205, -0.421, 0.098, 0.104, 0.032, 0.109, 0.108, 0.113, 0.099, 0.098, -0.038, 0.107, 0.103, 0.090, -0.026, -0.023, -0.025, 0.020, -0.271, -0.027, -0.231, -0.377, -0.131, -0.010, 0.118, 0.053, 0.096, 0.112]}

Record 5
{"formula": "C4H10OS2", "method": "ωB97M-V/def2-TZVPD", "gap_ev": 8.73, "symbols": ["C", "C", "C", "C", "H", "H", "H", "H", "H", "H", "H", "H", "H", "H", "O", "S", "S"], "xyz": [[-1.52543, 0.73488, -0.20000], [-0.69632, 0.33075, 0.92988], [0.67040, -0.37175, 0.50662], [1.38042, 0.54624, -0.56493], [-2.18018, -0.25547, -2.28153], [-2.41094, 1.45751, 0.35299], [-0.90089, 1.22014, -0.95496], [-1.16774, -0.33298, 1.67003], [-0.13480, 1.25449, 1.23387], [1.24752, -0.43804, 1.49760], [-0.32643, -1.75379, -0.03888], [0.88008, 0.41910, -1.42186], [1.28923, 1.52013, -0.23554], [2.68678, -1.55023, 0.64932], [0.65604, -1.69734, 0.31793], [-2.58880, -0.76920, -0.74912], [3.12105, -0.31442, -0.71141]], "lowdin_charge": [-0.568, -0.293, -0.609, -0.435, 0.036, 0.138, 0.057, 0.123, 0.127, 0.130, 0.100, 0.008, 0.047, 0.138, -0.136, 0.591, 0.547]}

Number 1: energy -3072.32012 hartree. Number 2: energy -2982.81974 hartree. Number 3: energy -265.39406 hartree. Number 4: energy -1796.43854 hartree. Number 5: energy -1029.80909 hartree.